1.
# C2HN3O2

A cluster of 3 separate species, C2HN3O2 in total (wB97M-V/def2-TZVPD, the Open Molecules 2025 dataset).

XYZ file:
```
8
Properties=species:S:1:pos:R:3:forces:R:3
C -1.159424 0.244807 1.196497 1.91 0.06 2.47
C 1.058540 1.197496 -1.335890 0.93 -0.43 -0.34
N -1.654414 -1.208338 -0.568986 0.61 -2.09 -0.40
N -1.050738 -2.065941 -0.236984 -1.02 0.90 -0.77
N -0.218164 -0.159790 1.805798 -2.26 1.40 -1.52
O 0.840352 0.076731 -1.241517 -0.80 -1.47 0.29
O 1.435085 2.266509 -1.478340 0.01 2.00 -0.03
H 0.748765 -0.351473 1.859423 0.62 -0.37 0.30
```
Positions in Å, forces in eV/Å.

## Properties
Spin multiplicity: 1
E_LUMO: 0.5 eV
HOMO energy: -11.5 eV
Energy above the lowest of the compared OMol25 structures with the same formula, charge and spin: 93.66 kJ/mol
Calculated total energy: -391.565104 Eh

Results of the Mulliken charge analysis, in e, for atoms 1 through 6:
1 C -0.03
2 C 0.65
3 N 0.01
4 N -0.02
5 N -0.23
6 O -0.32

2.
# C2HN3O2

A cluster of 2 separate species, C2HN3O2 in total (wB97M-V/def2-TZVPD, the Open Molecules 2025 dataset).

XYZ file:
```
8
Properties=species:S:1:pos:R:3:forces:R:3
C -0.605934 -1.508438 0.872704 -0.68 0.83 3.03
C 2.832193 0.181540 0.969304 0.08 1.36 0.89
N 2.960059 -0.832616 0.388431 0.13 -1.42 -0.89
N 3.069130 -1.917488 -0.098256 0.03 -1.74 -0.92
N -0.888219 -1.766597 -0.213854 0.39 -0.50 0.15
O -0.982440 -2.128362 -1.312096 -0.43 -0.39 -2.52
O 2.885839 1.177065 1.558665 -0.28 1.79 0.91
H -1.138247 -1.409653 1.824933 0.75 0.07 -0.64
```
Positions in Å, forces in eV/Å.

## Properties
Spin multiplicity: 1
E_LUMO (spin up / spin down): -1.1 / -1.1 eV
HOMO energy (spin up / spin down): -8.9 / -8.9 eV
Energy above the lowest of the compared OMol25 structures with the same formula, charge and spin: 754.97 kJ/mol
Calculated total energy: -391.313226 Eh

Results of the Mulliken charge analysis, in e, for atoms 1 through 6:
1 C -0.30
2 C 0.59
3 N 0.58
4 N -0.80
5 N 0.57
6 O -0.57

3.
# C2HN5O

The molecule C2HN5O (wB97M-V/def2-TZVPD, the Open Molecules 2025 dataset).

XYZ file:
```
9
Properties=species:S:1:pos:R:3:forces:R:3
C -1.232312 0.297191 -0.071533 0.55 -1.38 -1.25
C 1.084329 -0.611679 0.358535 -0.80 -2.20 0.54
H 1.529408 -1.263081 1.163590 -0.20 0.58 -1.28
N -0.816777 -0.761325 -0.928231 2.19 -1.20 -0.69
N 0.312845 -1.261825 -0.666644 -0.83 0.35 -0.03
N 1.225522 0.624219 0.444622 -0.31 2.24 -0.29
N 0.559157 1.511473 -0.465448 3.82 0.44 0.75
N -0.636264 1.483646 -0.554044 -2.57 0.15 -0.05
O -2.025912 -0.018616 0.719156 -1.85 1.02 2.31
```
Positions in Å, forces in eV/Å.

## Properties
SMILES string: O=c1nncnnn1
Spin multiplicity: 1
E_LUMO: -1.2 eV
HOMO energy: -10.0 eV
Energy above the lowest of the compared OMol25 structures with the same formula, charge and spin: 304.20 kJ/mol
Calculated total energy: -425.662096 Eh

Results of the Mulliken charge analysis, in e, for atoms 1 through 6:
1 C 0.76
2 C 0.08
3 H 0.34
4 N -0.21
5 N -0.15
6 N -0.11